Entry 1:
A molecular structure, C49H44F3N7Re. Source: OMol25; level of theory: the ωB97M-V functional and the def2-TZVPD basis.

Positions of all 104 atoms, in Å:
Re  0.4799  0.5646  1.1600
C  -0.2942  0.7974  4.2278
N  -0.5334  -0.1500  3.1293
C  -1.9993  -0.3176  2.9862
C  -2.5850  0.9872  2.5950
C  -3.8348  1.4365  3.0475
C  -4.3296  2.6345  2.5277
C  -3.6809  3.2756  1.4967
C  -2.3444  2.9017  1.2808
N  -1.8843  1.6659  1.6914
C  0.1374  -1.4233  3.5219
C  1.6016  -1.2178  3.4787
C  2.5012  -2.2405  3.9043
C  3.8436  -2.0992  3.5152
C  4.2435  -0.8549  3.0153
C  3.3137  0.1344  2.7990
N  2.0197  -0.1478  2.8246
C  0.2146  2.1272  3.7189
C  0.2499  3.1556  4.6544
C  0.7673  4.3912  4.2809
C  1.3147  4.4960  2.9851
C  1.2479  3.4264  2.1334
N  0.6750  2.2443  2.4704
H  0.3877  0.3641  5.0406
H  -1.2953  0.8884  4.6990
H  -2.5465  -0.8571  3.7893
H  -2.0313  -0.9708  2.1313
H  -4.3654  0.9623  3.8910
H  -5.2441  3.0494  3.0057
H  -4.1526  4.1166  0.9502
H  -1.7246  3.6279  0.7468
H  -0.1000  -2.2017  2.7509
H  -0.1861  -1.7363  4.5165
H  2.1504  -3.0995  4.5351
H  4.5620  -2.9178  3.5760
H  5.2980  -0.7134  2.8755
H  3.6455  1.1306  2.4687
H  -0.0629  2.9497  5.6813
H  0.7461  5.2643  4.9698
H  1.6266  5.4301  2.5720
H  1.5525  3.5029  1.0505
C  -0.6555  -1.1312  -4.1854
C  -2.0266  -1.7809  -4.0189
C  -2.8952  -1.8837  -5.1556
C  -4.0574  -2.6168  -5.0802
C  -4.4911  -3.1923  -3.8908
C  -3.7081  -3.0623  -2.7353
C  -2.4945  -2.4046  -2.7968
N  -1.6146  -2.4003  -1.6731
C  -1.2436  -1.3041  -0.9637
N  -2.0898  -0.1911  -1.2523
C  -1.9197  1.1554  -1.6986
C  -0.7463  1.8698  -1.4807
C  -0.4706  3.0452  -2.1981
C  -1.5383  3.5735  -2.8776
C  -2.8115  2.9920  -2.8640
C  -3.0414  1.7366  -2.3475
C  -4.3839  1.0359  -2.3598
N  -0.2480  -1.3453  -0.0753
C  0.1633  -2.6493  0.2941
C  -0.6847  -3.5994  0.9352
C  -0.1602  -4.7232  1.5643
C  1.2006  -5.0494  1.4139
C  1.9623  -4.3700  0.4816
C  1.4626  -3.1590  -0.0661
C  2.3275  -2.4425  -1.0924
H  -0.5791  -0.7468  -5.2109
H  0.2178  -1.8462  -4.1075
H  -0.5582  -0.2747  -3.4766
H  -2.5956  -1.3662  -6.0938
H  -4.6450  -2.7047  -6.0378
H  -5.3636  -3.7958  -3.7698
H  -4.0714  -3.4818  -1.8137
H  -1.2908  -3.3364  -1.3669
H  -2.9632  -0.5444  -1.6845
H  0.4434  3.6156  -2.1196
H  -1.4117  4.4945  -3.4736
H  -3.5658  3.5368  -3.4330
H  -4.5289  0.4563  -1.4571
H  -4.4623  0.4065  -3.2282
H  -5.1881  1.8300  -2.3246
H  -1.7075  -3.3331  1.1879
H  -0.7707  -5.2685  2.2879
H  1.6347  -5.9604  1.9698
H  2.9747  -4.6453  0.3111
H  2.5269  -3.1393  -1.9375
H  3.3148  -2.1753  -0.6369
H  1.8303  -1.5842  -1.5172
F  6.9375  2.4321  -3.1651
C  6.2974  1.2742  -3.3883
F  7.2735  0.3312  -3.3003
F  5.9689  1.2917  -4.6815
C  4.9809  1.0146  -2.5813
C  4.9318  0.6051  -1.2420
C  3.7212  0.5155  -0.6110
C  2.5662  0.9187  -1.2591
C  2.5499  1.3619  -2.5792
C  3.7241  1.3278  -3.2841
C  1.4640  1.0164  -0.3620
C  0.1382  1.4248  -0.4517
H  5.8263  0.2111  -0.7750
H  3.7244  0.1221  0.3891
H  1.6266  1.6496  -3.0718
H  3.8088  1.6863  -4.2755

Results
* spin multiplicity: 4
* HOMO level (alpha / beta): -11.5 / -12.8 eV
* total charge: +2
* LUMO energy (alpha / beta): -5.0 / -6.2 eV
* expectation value of S²: 3.7688

Löwdin population analysis, charges in e, atoms 1 to 4: number 1, Re, carries 1.640; number 2, C, carries -0.108; number 3, N, carries -0.260; number 4, C, carries -0.123

Entry 2:
A molecular structure, C49H45AsBrF4N5O2PS2W. Source: OMol25; level of theory: the ωB97M-V functional and the def2-TZVPD basis.

Positions of all 111 atoms, in Å:
W  0.1176  -0.1434  -0.1088
N  0.5908  1.6329  0.6209
N  2.1280  0.1313  -1.1317
C  2.5727  -0.8739  -1.8333
N  3.7739  -0.9372  -2.3926
S  1.5124  -2.2171  -2.0712
H  1.1516  2.3777  0.2136
H  0.2392  2.0367  1.4862
H  2.7929  0.8984  -1.0896
H  4.4050  -0.1487  -2.3940
H  4.0424  -1.7471  -2.9324
C  -3.9826  2.0038  4.6408
C  -4.0345  0.5378  4.2249
N  -2.7080  0.0374  3.8369
C  -1.8358  -0.3886  4.9349
C  -2.0086  -1.8724  5.2490
C  -2.3599  -0.0582  2.5763
S  -0.7950  -0.8003  2.2234
N  -3.2180  0.3310  1.6340
C  -3.0061  0.3531  0.3565
O  -1.8211  0.1047  -0.1842
C  -4.1277  0.7265  -0.4996
C  -5.2332  1.3853  0.0546
C  -6.2755  1.7926  -0.7540
C  -6.2458  1.5298  -2.1187
C  -5.1667  0.8522  -2.6730
C  -4.1104  0.4635  -1.8725
H  -4.9807  2.3228  4.9340
H  -3.6536  2.6291  3.8111
H  -3.3203  2.1600  5.4910
H  -4.7101  0.4093  3.3845
H  -4.3818  -0.0781  5.0551
H  -2.0930  0.2099  5.8071
H  -0.7982  -0.1928  4.6623
H  -3.0428  -2.0993  5.5029
H  -1.3802  -2.1352  6.0974
H  -1.7098  -2.4863  4.3999
H  -5.2482  1.5880  1.1147
H  -7.1152  2.3176  -0.3213
H  -7.0643  1.8402  -2.7532
H  -5.1534  0.6205  -3.7296
H  -3.2828  -0.0810  -2.2993
F  -4.0256  4.8050  -5.0992
C  -3.1963  3.9457  -4.5606
C  -2.4164  3.1164  -5.3478
F  -2.4499  3.2010  -6.6614
C  -1.5879  2.1786  -4.7512
F  -0.8417  1.4456  -5.5785
C  -1.4742  2.0139  -3.3678
P  -0.4321  0.5799  -2.7398
C  -1.2598  -0.9160  -3.4399
C  -1.7371  -1.8948  -2.5508
C  -2.3935  -3.0240  -3.0115
C  -2.5783  -3.2157  -4.3720
C  -2.0904  -2.2749  -5.2631
C  -1.4423  -1.1358  -4.8080
C  1.0547  0.9158  -3.7453
C  1.5735  0.0560  -4.7059
C  2.6896  0.4402  -5.4397
C  3.3003  1.6614  -5.2002
C  2.8050  2.5061  -4.2121
C  1.6857  2.1351  -3.4860
C  -2.1759  2.9646  -2.6003
Br  -1.8770  3.2662  -0.7710
C  -3.0427  3.8768  -3.1851
F  -3.7200  4.7102  -2.4125
H  -1.6023  -1.7962  -1.4888
H  -2.7613  -3.7580  -2.3073
H  -3.0931  -4.0949  -4.7330
H  -2.2109  -2.4225  -6.3274
H  -1.0777  -0.4455  -5.5487
H  1.1041  -0.8978  -4.9087
H  3.0645  -0.2162  -6.2135
H  4.1598  1.9608  -5.7840
H  3.2742  3.4614  -4.0195
H  1.2792  2.7975  -2.7263
O  0.4467  -1.8356  -0.3752
As  2.1184  -0.8198  1.5906
C  2.0003  -1.9346  3.2432
C  2.8878  -1.6549  4.2799
C  2.9591  -2.5148  5.3656
C  2.1533  -3.6432  5.4225
C  1.2908  -3.9318  4.3754
C  1.2140  -3.0801  3.2825
C  3.7123  -1.8497  1.0208
C  5.0041  -1.5214  1.4236
C  6.0354  -2.4202  1.1878
C  5.7929  -3.6219  0.5380
C  4.5015  -3.9580  0.1579
C  3.4612  -3.0783  0.4121
C  2.8269  0.8566  2.3106
C  3.7862  1.6090  1.6365
C  4.1184  2.8773  2.0903
C  3.4768  3.4125  3.1990
C  2.5131  2.6695  3.8701
C  2.1812  1.4015  3.4212
H  3.5305  -0.7850  4.2328
H  3.6509  -2.3004  6.1689
H  2.2009  -4.3015  6.2793
H  0.6838  -4.8265  4.4053
H  0.5471  -3.3172  2.4607
H  5.2031  -0.5965  1.9502
H  7.0366  -2.1896  1.5250
H  6.6077  -4.3022  0.3334
H  4.3000  -4.9053  -0.3235
H  2.4450  -3.3518  0.1582
H  4.2909  1.1837  0.7746
H  4.8780  3.4534  1.5792
H  3.7292  4.4052  3.5447
H  2.0183  3.0837  4.7379
H  1.4302  0.8092  3.9346

Results
* HOMO level (alpha / beta): -15.7 / -15.7 eV
* total charge: +3
* LUMO energy (alpha / beta): -11.4 / -11.4 eV

Löwdin population analysis, charges in e, atoms 1 to 4: number 1, W, carries 1.382; number 2, N, carries -0.211; number 3, N, carries -0.094; number 4, C, carries -0.827

Entry 3:
A molecular structure, C49H45FN4P2STi. Source: OMol25; level of theory: the ωB97M-V functional and the def2-TZVPD basis.

Positions of all 103 atoms, in Å:
Ti  -0.4897  -1.5942  0.7331
C  0.0337  -5.6209  2.7296
C  0.1435  -4.3690  1.9274
N  -0.8364  -3.5515  1.7470
N  -2.0877  -3.8471  2.2317
C  -3.1253  -3.3333  1.5599
N  -4.3548  -3.6299  1.9635
S  -2.8712  -2.3336  0.2045
C  1.3349  -3.9197  1.1989
C  2.3953  -4.7409  1.0062
C  3.5249  -4.5637  0.1043
C  3.5247  -3.8232  -1.0096
C  2.3399  -3.0183  -1.4631
N  1.1062  -2.6779  0.6586
H  -0.5936  -6.3531  2.2157
H  -0.4039  -5.4144  3.7093
H  1.0047  -6.0688  2.9097
H  -2.1960  -4.5070  2.9895
H  -4.5420  -4.2528  2.7331
H  -5.1377  -3.2336  1.4704
H  2.4055  -5.6636  1.5710
H  4.4050  -5.1485  0.3423
H  4.4234  -3.7941  -1.6138
H  2.6215  -2.3991  -2.3223
C  0.9250  2.0610  1.8435
C  2.0595  1.2501  1.1963
P  1.6490  0.7186  -0.4968
C  3.1096  0.8661  -1.5304
C  4.3933  0.9806  -0.9999
C  5.4930  1.0162  -1.8447
C  5.3157  0.9469  -3.2178
C  4.0382  0.8231  -3.7526
C  2.9393  0.7716  -2.9149
C  0.9960  -0.9078  -0.7035
C  1.9414  -2.0450  -0.3171
C  1.1911  -3.9122  -1.8545
C  0.0085  -3.4835  -2.3008
C  -0.3505  -2.0894  -2.5126
C  0.1386  -0.9949  -1.8910
C  0.2916  3.0618  0.8731
P  0.0740  2.3135  -0.7795
C  -1.4850  2.7680  -1.6166
C  -2.2788  1.8970  -2.3541
C  -3.4017  2.3793  -3.0085
C  -3.7526  3.7183  -2.8985
C  -2.9675  4.5820  -2.1501
C  -1.8155  4.1165  -1.5314
C  1.1727  3.3477  -1.8607
C  0.9617  3.3695  -3.2399
C  1.8592  4.0019  -4.0886
C  2.9832  4.6288  -3.5731
C  3.2074  4.6165  -2.2037
C  2.3147  3.9744  -1.3595
H  1.3322  2.5982  2.7012
H  0.1650  1.3847  2.2214
H  2.3346  0.3910  1.8108
H  2.9484  1.8742  1.0873
H  4.5549  1.0353  0.0686
H  6.4870  1.1015  -1.4272
H  6.1735  0.9861  -3.8757
H  3.9015  0.7673  -4.8241
H  1.9496  0.6761  -3.3451
H  2.8768  -1.6620  0.1147
H  1.3594  -4.9800  -1.7761
H  -0.7257  -4.2206  -2.6046
H  -1.0750  -1.9039  -3.2993
H  -0.2198  -0.0506  -2.2907
H  0.9051  3.9530  0.7484
H  -0.6909  3.3815  1.2217
H  -2.0412  0.8431  -2.4053
H  -4.0085  1.7068  -3.6007
H  -4.6366  4.0898  -3.3989
H  -3.2375  5.6255  -2.0602
H  -1.1827  4.8148  -0.9959
H  0.0857  2.8997  -3.6690
H  1.6717  4.0120  -5.1542
H  3.6774  5.1312  -4.2332
H  4.0766  5.1102  -1.7896
H  2.5373  3.9769  -0.2980
F  -0.2884  -0.2140  6.7575
C  -0.2774  -0.4740  5.4459
C  0.8970  -0.9170  4.8620
C  0.8978  -1.1911  3.5021
C  -0.2414  -0.9931  2.7132
C  -1.4066  -0.5635  3.3568
C  -1.4416  -0.3028  4.7208
H  1.7777  -1.0514  5.4762
H  1.8075  -1.5769  3.0538
H  -2.3215  -0.4077  2.7929
H  -2.3403  0.0340  5.2208
C  -1.1172  0.7288  0.1986
C  -2.2851  0.8418  0.5671
C  -3.6234  1.0904  0.9907
C  -3.8663  1.7228  2.2155
C  -5.1654  1.9991  2.6035
C  -6.2248  1.6486  1.7755
C  -5.9913  1.0249  0.5555
C  -4.6957  0.7450  0.1600
H  -3.0314  1.9993  2.8475
H  -5.3550  2.4941  3.5461
H  -7.2398  1.8690  2.0789
H  -6.8229  0.7676  -0.0866
H  -4.4991  0.2654  -0.7893

Results
* HOMO level: -12.5 eV
* total charge: +2
* LUMO energy: -5.6 eV

Löwdin population analysis, charges in e, atoms 1 to 4: number 1, Ti, carries 0.856; number 2, C, carries 0.019; number 3, C, carries -0.203; number 4, N, carries -0.029

Entry 4:
A molecular structure, C49H45MgN10O2S3Se. Source: OMol25; level of theory: the ωB97M-V functional and the def2-TZVPD basis.

Positions of all 111 atoms, in Å:
Mg  1.5537  -0.1860  1.3786
N  -0.4256  0.3685  1.3185
S  -1.7995  0.0132  1.0751
N  -2.5287  0.2332  -0.4541
S  -2.1027  -0.0644  -1.8810
N  -0.7062  -0.3050  -2.3643
S  0.8624  0.1121  -1.9453
N  1.4789  -0.5290  -0.8418
C  1.6414  -0.3362  -3.4908
C  0.8879  -0.6487  -4.5897
C  1.5639  -0.9824  -5.7271
C  2.9762  -0.9777  -5.7881
C  3.6907  -0.5928  -4.6490
C  3.0059  -0.2114  -3.5271
C  0.6430  1.8822  -2.0910
C  0.4329  2.5384  -3.2928
C  0.2646  3.8943  -3.3055
C  0.2213  4.6943  -2.1714
C  0.3868  4.0354  -0.9230
C  0.6122  2.6474  -0.8953
C  -2.9847  -1.5186  -2.4600
C  -4.3296  -1.6509  -2.2035
C  -4.9743  -2.8268  -2.5693
C  -4.3019  -3.7495  -3.3396
C  -2.9539  -3.6598  -3.5837
C  -2.2901  -2.5342  -3.1483
C  -2.8190  1.2419  -2.9020
C  -3.2263  0.9034  -4.1966
C  -3.8163  1.8997  -4.9600
C  -3.9759  3.2074  -4.4510
C  -3.4152  3.5581  -3.2547
C  -2.8265  2.5478  -2.4695
C  -2.3025  -1.7339  1.3135
C  -1.6227  -2.5495  0.4219
C  -1.8729  -3.8880  0.3117
C  -2.8087  -4.4923  1.1387
C  -3.4722  -3.6811  2.0615
C  -3.2764  -2.2796  2.1280
C  -2.9203  1.1219  1.9298
C  -2.2667  2.0778  2.6734
C  -3.0422  3.0086  3.3521
C  -4.4359  2.9532  3.2735
C  -5.0497  2.0245  2.4514
C  -4.2975  1.1091  1.7634
H  -0.2112  -0.5791  -4.5488
H  1.0122  -1.2953  -6.6147
H  3.5214  -1.2158  -6.6867
H  4.8139  -0.6249  -4.7641
H  3.5800  0.1750  -2.6530
H  0.3177  1.9419  -4.1777
H  0.1254  4.3957  -4.2855
H  -0.0337  5.7181  -2.1450
H  0.4455  4.5246  0.0982
H  0.6639  2.2392  0.0561
H  -4.9562  -0.9045  -1.6632
H  -5.9926  -3.0115  -2.3147
H  -4.8806  -4.6714  -3.5049
H  -2.3803  -4.3980  -4.1140
H  -1.2299  -2.3741  -3.3487
H  -3.1830  -0.1242  -4.5629
H  -4.0472  1.6874  -5.9878
H  -4.4482  3.9011  -5.1008
H  -3.3402  4.5297  -2.8858
H  -2.4457  2.8144  -1.4848
H  -0.8843  -2.1334  -0.3078
H  -1.3475  -4.3934  -0.4995
H  -2.9978  -5.5740  0.9935
H  -4.3308  -4.0174  2.6742
H  -3.8897  -1.6679  2.7767
H  -1.1547  2.2275  2.5933
H  -2.4729  3.7737  3.8206
H  -4.9339  3.7926  3.7772
H  -6.1080  1.9660  2.2846
H  -4.7613  0.3731  1.0587
N  0.0616  1.1134  4.8152
N  1.4606  1.3224  4.9575
C  2.0883  2.2881  3.9389
N  3.3883  2.5672  4.5808
N  2.2800  1.5165  2.6080
N  2.9019  2.0643  1.6295
O  2.9853  1.2995  0.5593
O  3.5180  3.0953  1.6105
H  -0.0092  0.3274  4.1265
H  -0.3560  1.9617  4.3739
H  1.6134  1.7454  5.8234
H  4.0592  2.8478  3.8363
H  3.7139  1.6129  4.9024
N  4.5796  -2.0346  0.3816
C  5.0386  -1.1295  1.4007
C  6.0624  -0.2236  1.1508
C  6.4665  0.6578  2.1397
C  5.9382  0.5374  3.4260
C  4.9495  -0.3994  3.6751
C  4.4862  -1.2375  2.6642
C  3.4175  -2.2363  3.0147
C  3.7667  -3.3935  3.7104
C  2.8139  -4.3219  4.0773
C  1.4707  -4.0775  3.7102
C  1.1228  -2.9528  2.9969
C  2.0862  -1.9897  2.5850
H  3.7383  -2.5981  0.6120
H  4.3622  -1.5971  -0.4958
H  6.3908  -0.2175  0.1023
H  7.1832  1.4638  1.9360
H  6.2648  1.2111  4.2296
H  4.6162  -0.5647  4.6725
H  4.8114  -3.5845  3.9303
H  3.1426  -5.2421  4.5500
H  0.6892  -4.7341  3.9871
H  0.0893  -2.7824  2.6421
Se  0.9802  3.9348  3.5408

Results
* HOMO level: -3.0 eV
* total charge: -1
* LUMO energy: 1.4 eV

Löwdin population analysis, charges in e, atoms 1 to 4: number 1, Mg, carries 0.520; number 2, N, carries -0.269; number 3, S, carries 0.813; number 4, N, carries -0.342

Taking the records one at a time from the top gives energy values of -72224.7465, -237599.0078, -112733.7607, -173826.0297 eV.
Taking the records one at a time from the top gives maximum force values of 8.0, 7.6, 0.5, 3.2 eV/Å.
Taking the records one at a time from the top gives molar mass values of 974.1, 1245.7, 850.8, 1005.4 Da.